No. 1
Here is a 2-piece molecular cluster, C4H11NO2 overall in a non-equilibrium geometry from the OMol25 dataset. Energies are from ωB97M-V/def2-TZVPD.

XYZ file:
```
18
Properties=species:S:1:pos:R:3
C -1.957 -2.532 -0.176
N -0.827 -1.658 -0.514
C -0.941 0.792 -1.027
C -0.730 -0.288 0.048
C 0.630 -0.032 0.689
O 1.398 0.942 0.492
H -1.709 -3.216 0.635
H -2.048 -3.124 -1.093
H -2.841 -1.931 0.012
H -0.274 -1.711 -1.356
H -0.587 1.764 -0.716
H -2.006 0.739 -1.311
H -0.504 0.363 -1.933
H -1.406 -0.361 0.923
H 0.854 -0.822 1.452
H 5.056 3.848 1.589
H 3.775 3.297 0.833
O 4.117 3.926 1.453
```

As for the expectation value of S²: 0.7537. Its multiplicity is 2. Its total charge is -1. The value obtained for the gap between HOMO and LUMO (spin up / spin down) is 2.81 / 6.73 eV.

---

No. 2
Here is a 2-piece molecular cluster, C5H10ClNOS overall in a non-equilibrium geometry from the OMol25 dataset. Energies are from ωB97M-V/def2-TZVPD.

XYZ file:
```
19
Properties=species:S:1:pos:R:3
C -3.596 1.092 0.951
C 1.483 -0.825 0.000
C 0.954 -0.660 -1.389
C 0.403 -0.070 0.808
C 0.338 0.713 -1.350
N -0.095 0.939 -0.024
O -2.687 0.630 -1.467
S -2.467 0.437 -0.085
Cl -2.189 -1.637 0.082
H -3.789 1.962 0.451
H -3.100 1.250 1.867
H 1.704 -1.809 0.290
H 2.305 -0.216 0.256
H 1.725 -0.762 -2.109
H 0.305 -1.541 -1.719
H -0.459 -0.662 1.152
H 0.778 0.306 1.709
H 1.031 1.524 -1.684
H -0.604 0.819 -2.035
```

Its total charge is 0. The value obtained for the gap between HOMO and LUMO (spin up / spin down) is 7.73 / 7.18 eV.

---

No. 3
Here is a 3-piece molecular cluster, C23H38N2O7 overall from the OMol25 dataset. Energies are from ωB97M-V/def2-TZVPD.

XYZ file:
```
70
Properties=species:S:1:pos:R:3
O -3.176 7.656 2.670
C -2.245 6.916 2.612
C -0.791 7.192 2.582
C -0.145 6.048 2.369
C 1.297 5.716 2.200
C 1.622 5.521 0.728
C 1.819 4.249 0.206
C 2.090 4.084 -1.144
C 2.162 5.186 -1.983
C 1.967 6.458 -1.466
C 1.697 6.621 -0.116
C -1.186 4.982 2.248
O -1.032 3.849 1.922
O -2.413 5.532 2.530
H -0.358 8.171 2.714
H 1.900 6.535 2.591
H 1.519 4.800 2.745
H 1.748 3.383 0.852
H 2.237 3.095 -1.558
H 2.367 5.057 -3.037
H 2.018 7.330 -2.104
H 1.545 7.614 0.291
C -3.718 -3.007 3.500
O -3.749 -2.999 2.089
C -4.707 -2.116 1.519
C -4.036 -0.960 0.810
N -3.388 -0.063 1.754
C -2.559 0.975 1.147
C -1.347 0.546 0.331
O -0.311 -0.046 1.093
C -0.441 -1.436 1.326
H -3.067 -3.825 3.803
H -3.322 -2.074 3.915
H -4.715 -3.178 3.919
H -5.393 -1.748 2.288
H -5.287 -2.688 0.790
H -4.798 -0.399 0.261
H -3.341 -1.385 0.072
H -2.817 -0.608 2.387
H -2.201 1.623 1.946
H -3.198 1.593 0.508
H -0.916 1.453 -0.102
H -1.618 -0.110 -0.506
H -0.927 -1.941 0.486
H -1.002 -1.650 2.241
H 0.559 -1.850 1.442
C 0.739 -5.898 -4.153
O 2.102 -5.788 -3.802
C 2.767 -4.653 -4.341
C 3.141 -3.670 -3.254
N 1.960 -3.042 -2.682
C 2.211 -2.222 -1.502
C 2.771 -2.900 -0.257
O 1.878 -3.805 0.361
C 1.879 -5.122 -0.153
H 0.397 -6.875 -3.815
H 0.122 -5.128 -3.676
H 0.600 -5.833 -5.236
H 2.143 -4.169 -5.098
H 3.681 -5.006 -4.827
H 3.777 -2.893 -3.689
H 3.742 -4.213 -2.511
H 1.286 -3.759 -2.446
H 1.265 -1.752 -1.221
H 2.893 -1.414 -1.785
H 2.957 -2.113 0.479
H 3.733 -3.392 -0.446
H 2.872 -5.416 -0.503
H 1.163 -5.248 -0.971
H 1.581 -5.788 0.657
```

Its total charge is 0. The value obtained for the gap between HOMO and LUMO is 7.55 eV.

---

No. 4
Here is a 2-piece molecular cluster, C2H4ClFO2 overall in a non-equilibrium geometry from the OMol25 dataset. Energies are from ωB97M-V/def2-TZVPD.

XYZ file:
```
10
Properties=species:S:1:pos:R:3
C 0.195 -1.762 -0.852
C 0.281 1.746 0.883
O -0.368 -2.576 -1.558
O 0.974 1.608 -0.276
F -0.217 -1.813 0.443
Cl -1.506 1.488 0.564
H 0.193 2.784 1.117
H 0.560 0.926 1.612
H -1.081 -3.174 -1.159
H 0.968 0.774 -0.773
```

Its total charge is 0. The value obtained for the gap between HOMO and LUMO is 10.71 eV.

---

No. 5
Here is one molecule with the formula C4H11NO in a non-equilibrium geometry from the OMol25 dataset. Energies are from ωB97M-V/def2-TZVPD.

XYZ file:
```
17
Properties=species:S:1:pos:R:3
C -1.601 0.629 -1.103
N -0.142 0.974 -1.000
C -0.578 0.154 1.191
C 0.557 0.575 0.166
C 1.538 -0.668 -0.067
O 1.431 -1.642 0.966
H -2.005 0.580 -2.099
H -1.711 -0.453 -0.851
H -2.374 1.056 -0.428
H 0.109 1.857 -1.435
H 0.133 -0.386 1.895
H -1.377 0.895 1.450
H -0.942 -0.921 0.867
H 1.060 1.415 0.707
H 2.542 -0.300 -0.188
H 1.236 -1.438 -0.810
H 2.124 -2.326 0.741
```

Its total charge is 0. The value obtained for the gap between HOMO and LUMO is 9.17 eV.

---

No. 6
Here is C38H29N4O2PPdS5 as an isolated structure from the OMol25 dataset. Energies are from ωB97M-V/def2-TZVPD.

XYZ file:
```
80
Properties=species:S:1:pos:R:3
Pd -0.097 1.933 1.053
S 1.001 3.954 1.659
C -0.512 4.485 1.041
N -1.401 3.540 0.919
C -2.603 4.008 0.395
C -3.786 3.295 0.223
C -4.900 3.967 -0.243
C -4.855 5.333 -0.534
C -3.692 6.055 -0.346
C -2.570 5.381 0.122
S -1.004 6.050 0.509
H -3.821 2.240 0.454
H -5.827 3.426 -0.377
H -5.742 5.834 -0.898
H -3.655 7.116 -0.554
S 1.097 -4.780 -1.681
C 1.492 -3.803 -0.375
S 0.457 -4.280 0.853
C 1.505 -0.900 0.567
N 2.356 -1.869 0.689
N 2.387 -2.810 -0.356
C 3.667 -2.985 -1.008
C 4.240 -4.249 -1.052
C 5.478 -4.419 -1.654
C 6.154 -3.331 -2.185
C 5.592 -2.066 -2.101
C 4.351 -1.890 -1.510
S 1.423 0.307 1.780
H 3.735 -5.095 -0.607
H 5.921 -5.405 -1.688
H 7.122 -3.467 -2.648
H 6.120 -1.208 -2.497
H 3.937 -0.900 -1.427
O 1.881 2.035 -1.057
N 3.077 2.433 -0.767
C 3.961 1.628 -0.138
C 5.227 2.067 0.186
C 5.614 3.358 -0.130
C 4.694 4.178 -0.767
C 3.439 3.702 -1.070
H 3.583 0.653 0.116
H 5.893 1.387 0.698
H 6.601 3.720 0.121
H 4.939 5.196 -1.033
H 2.666 4.272 -1.560
O -1.847 0.808 0.078
P -1.978 -0.619 0.556
C -1.810 -0.741 2.332
C -2.048 0.433 3.042
C -1.896 0.450 4.418
C -1.523 -0.706 5.091
C -1.326 -1.888 4.389
C -1.470 -1.905 3.012
C -3.550 -1.341 0.098
C -3.999 -2.541 0.646
C -5.217 -3.065 0.243
C -5.989 -2.387 -0.693
C -5.546 -1.188 -1.233
C -4.322 -0.663 -0.843
C -0.724 -1.469 -0.503
C -1.130 -2.387 -1.415
C -0.316 -2.717 -2.532
C 0.825 -1.955 -2.847
C 1.273 -1.053 -1.940
C 0.577 -0.769 -0.678
H -2.364 1.333 2.526
H -2.065 1.369 4.962
H -1.392 -0.686 6.164
H -1.050 -2.794 4.912
H -1.294 -2.820 2.471
H -3.410 -3.064 1.390
H -5.570 -3.996 0.666
H -6.944 -2.795 -0.997
H -6.152 -0.661 -1.958
H -3.962 0.270 -1.261
H -2.087 -2.882 -1.313
H -0.707 -3.413 -3.262
H 1.350 -2.127 -3.776
H 2.143 -0.446 -2.147
H 0.377 0.315 -0.717
```

As for the expectation value of S²: 0.7572. Its multiplicity is 2. Its total charge is +1. The value obtained for the gap between HOMO and LUMO (spin up / spin down) is 5.81 / 5.54 eV.

---

No. 7
Here is one molecule with the formula H5N3 in a non-equilibrium geometry from the OMol25 dataset. Energies are from ωB97M-V/def2-TZVPD.

XYZ file:
```
8
Properties=species:S:1:pos:R:3
N 1.296 -0.235 -0.024
N -1.198 -0.038 0.138
N 0.309 0.730 -0.133
H 1.486 -0.692 0.796
H 1.151 -0.889 -0.763
H -1.925 0.633 -0.159
H -1.395 -0.677 -0.631
H 0.276 1.169 0.775
```

Its total charge is 0. The value obtained for the gap between HOMO and LUMO is 9.94 eV.

---

No. 8
Here is one molecule with the formula C4H11NO2 in a non-equilibrium geometry from the OMol25 dataset. Energies are from ωB97M-V/def2-TZVPD.

XYZ file:
```
18
Properties=species:S:1:pos:R:3
C 0.515 0.243 1.240
O 1.849 0.117 1.730
C 0.616 -0.041 -0.328
C -0.886 -0.023 -0.994
C -1.560 -1.270 -0.620
O -1.521 1.262 -0.459
N 1.606 0.828 -0.965
H -0.192 -0.358 1.867
H 0.407 1.285 1.381
H 1.988 0.037 2.609
H 1.170 -1.171 -0.434
H -0.767 0.217 -2.096
H -1.244 -2.047 -1.191
H -1.348 -1.475 0.447
H -2.610 -1.047 -0.573
H -1.899 0.999 0.389
H 2.480 0.636 -0.693
H 1.397 1.807 -1.311
```

Its total charge is 0. The value obtained for the gap between HOMO and LUMO is 9.49 eV.

---

> Which of these has the highest total charge?

C38H29N4O2PPdS5